{"formula": "C5H13N3", "method": "ωB97M-V/def2-TZVPD", "species": ["C", "C", "C", "C", "C", "N", "N", "N", "H", "H", "H", "H", "H", "H", "H", "H", "H", "H", "H", "H", "H"], "xyz": [[-1.55116, 0.85406, 2.09537], [-1.00476, -0.09226, 1.03515], [-0.55946, 0.70964, -0.18230], [0.35676, -0.13010, -1.09377], [1.60511, 0.33072, -1.25527], [2.53965, -0.20856, -2.18494], [-0.22335, -1.22139, -1.77503], [0.05204, -0.93512, 1.60927], [-2.01921, 0.22432, 2.84563], [-2.31781, 1.56609, 1.72807], [-0.86703, 1.58719, 2.54314], [-1.83867, -0.76418, 0.75857], [-0.10349, 1.64218, 0.15125], [-1.45889, 1.02105, -0.84225], [2.12151, 0.96893, -0.54559], [2.22648, -1.11110, -2.55216], [2.83857, 0.43169, -2.90041], [-1.22167, -1.28839, -1.55250], [0.20960, -2.07243, -1.40249], [0.34613, -0.54203, 2.49942], [0.86965, -0.97031, 1.02085]], "de_lowest_ev": 1.189, "multiplicity": 2, "lumo_energy_ev": [4.10, 4.05], "s2": 0.7504, "gap_ev": [2.73, 8.26], "total_charge": -1}

***

{"formula": "C3H4O3Yb", "method": "ωB97M-V/def2-TZVPD", "species": ["O", "C", "C", "O", "Yb", "H", "H", "H", "C", "O", "H"], "xyz": [[-1.09117, 1.62200, -0.49740], [-1.62111, 0.53834, 0.16083], [-0.73674, -0.68263, 0.03997], [-0.11650, -0.78413, -1.08243], [0.81904, 1.36260, -1.40713], [-2.61359, 0.22999, -0.23917], [-1.78110, 0.68380, 1.25271], [-1.07635, -1.61013, 0.53376], [1.78859, 0.00903, 0.40450], [2.80476, -0.81587, 0.19424], [3.62416, -0.55299, 0.64013]], "de_lowest_ev": 5.540, "lumo_energy_ev": [-0.56, -0.56], "gap_ev": [4.95, 4.92]}

***

{"formula": "C28H22Cl3F5NO3PTeV", "method": "ωB97M-V/def2-TZVPD", "species": ["V", "Cl", "C", "C", "C", "Cl", "C", "O", "C", "Cl", "C", "H", "H", "C", "C", "C", "C", "C", "C", "C", "P", "C", "C", "C", "C", "C", "C", "C", "C", "C", "C", "C", "C", "C", "C", "H", "H", "H", "H", "H", "H", "H", "H", "H", "H", "H", "H", "H", "H", "H", "H", "H", "H", "H", "H", "F", "Te", "F", "F", "F", "F", "O", "O", "C", "N"], "xyz": [[0.11509, 0.44642, -0.59428], [-5.25700, 5.30430, -0.84592], [-3.85082, 4.33056, -0.56648], [-3.68696, 3.70762, 0.65566], [-2.56074, 2.93291, 0.86436], [-2.34760, 2.21896, 2.42726], [-1.59113, 2.74508, -0.12357], [-0.50340, 1.98819, 0.10404], [-1.77934, 3.42641, -1.33088], [-0.57717, 3.33308, -2.56060], [-2.89984, 4.20473, -1.56092], [-4.41879, 3.82226, 1.44134], [-3.01788, 4.70967, -2.50819], [1.05159, 2.04270, 3.11538], [2.52732, 1.76795, 3.06330], [3.39958, 2.49114, 3.87061], [4.76094, 2.23280, 3.87735], [5.27713, 1.22917, 3.07259], [4.42439, 0.50289, 2.25751], [3.05634, 0.76894, 2.23587], [1.92677, -0.22710, 1.19903], [3.00042, -1.19550, 0.08472], [2.74770, -2.55702, -0.09049], [3.45609, -3.29561, -1.02243], [4.42824, -2.67550, -1.79102], [4.67269, -1.32236, -1.63110], [3.96780, -0.55458, -0.70794], [4.30325, 0.91237, -0.60908], [1.36504, -1.46242, 2.45812], [2.40816, -2.12955, 3.10653], [2.18114, -3.09796, 4.06608], [0.87834, -3.42103, 4.41201], [-0.16553, -2.75835, 3.79847], [0.04986, -1.77614, 2.82804], [-1.18112, -1.12667, 2.28942], [0.82491, 2.81969, 3.84389], [0.49715, 1.14657, 3.40923], [0.66107, 2.35878, 2.14752], [2.99615, 3.26678, 4.51035], [5.41626, 2.81142, 4.51544], [6.33710, 1.01174, 3.07552], [4.83044, -0.27709, 1.62539], [1.96944, -3.04119, 0.48338], [3.23621, -4.34657, -1.15374], [4.98636, -3.24022, -2.52638], [5.41781, -0.83496, -2.24885], [4.51225, 1.31069, -1.60199], [5.19081, 1.06950, 0.00720], [3.49913, 1.50808, -0.18186], [3.43074, -1.89101, 2.84552], [3.01808, -3.59510, 4.53807], [0.67584, -4.17870, 5.15707], [-1.18565, -3.00364, 4.06780], [-1.07807, -0.07034, 2.04400], [-2.03208, -1.23966, 2.95857], [-2.26858, -2.41210, -1.27323], [-1.80212, -1.92426, 0.43263], [-0.89976, -3.56306, 0.64926], [-1.39669, 0.26327, -1.51994], [-3.04062, -0.51562, 0.35329], [-3.26955, -2.91617, 1.05028], [-0.08766, -1.29773, -0.20701], [2.21882, 0.10916, -4.06479], [1.73423, 0.42445, -3.05076], [1.29100, 0.79516, -1.99643]], "de_lowest_ev": 0.000, "multiplicity": 2, "lumo_energy_ev": [-1.60, -1.18], "s2": 0.7576, "gap_ev": [7.32, 7.79]}

***

{"formula": "C29H62N2O15", "method": "ωB97M-V/def2-TZVPD", "species": ["C", "C", "O", "C", "C", "C", "C", "C", "C", "C", "C", "C", "N", "C", "C", "N", "C", "C", "H", "H", "H", "H", "H", "H", "H", "H", "H", "H", "H", "H", "H", "H", "H", "H", "H", "H", "H", "H", "O", "C", "C", "O", "H", "H", "H", "H", "H", "H", "O", "C", "C", "O", "H", "H", "H", "H", "H", "H", "O", "C", "C", "O", "H", "H", "H", "H", "H", "H", "O", "C", "C", "O", "H", "H", "H", "H", "H", "H", "O", "C", "C", "O", "H", "H", "H", "H", "H", "H", "O", "C", "C", "O", "H", "H", "H", "H", "H", "H", "O", "C", "C", "O", "H", "H", "H", "H", "H", "H"], "xyz": [[-1.11448, 1.90341, 1.22710], [-1.92716, 1.93835, 2.59797], [-3.34271, 1.77975, 2.44917], [-3.68359, 0.45261, 2.05179], [-4.01650, -0.54134, 3.24613], [-3.17559, -1.88812, 3.12205], [-4.07284, -3.18736, 2.90628], [-4.25125, -3.54834, 1.37571], [-2.88256, -3.94426, 0.68878], [-1.92501, -4.96435, 1.25007], [-0.70838, -5.26270, 0.49176], [-0.35810, -4.56492, -0.80301], [0.83651, -4.93378, -1.41493], [1.02573, -4.20926, -2.55299], [0.09892, -3.16315, -3.07599], [-1.08478, -2.82584, -2.49335], [-1.29757, -3.55104, -1.32325], [-2.56950, -3.27145, -0.56153], [-1.86772, 1.98030, 0.38568], [-0.29293, 2.66042, 1.16111], [-0.69475, 0.85054, 1.14480], [-1.77234, 2.98115, 3.02075], [-1.47049, 1.24805, 3.37519], [-4.63429, 0.54392, 1.43704], [-2.93243, -0.04485, 1.37808], [-5.11266, -0.82529, 3.17239], [-3.87046, -0.07359, 4.25670], [-2.64083, -2.03560, 4.10126], [-2.40451, -1.87120, 2.30559], [-3.56456, -4.06095, 3.40309], [-5.10314, -3.06023, 3.34390], [-4.96910, -4.40567, 1.28173], [-4.68540, -2.68275, 0.79580], [-2.16683, -5.46083, 2.22171], [-0.00547, -6.03558, 0.89942], [1.97509, -4.39650, -3.12511], [0.38276, -2.62393, -4.01891], [-3.27422, -2.50175, -0.97158], [1.30205, 5.94558, -1.66163], [0.90770, 4.63865, -2.08706], [1.87476, 3.61460, -1.51855], [1.89182, 3.70181, -0.09670], [2.12588, 6.16239, -2.12096], [-0.10038, 4.46631, -1.70708], [0.88878, 4.60853, -3.18051], [1.58546, 2.60079, -1.80137], [2.89318, 3.80859, -1.87193], [1.83767, 4.64623, 0.11292], [2.34745, -0.40209, 5.55547], [2.19454, 0.92455, 5.04036], [0.99501, 0.96917, 4.11307], [-0.17717, 0.55938, 4.81361], [2.63196, -0.96485, 4.82462], [2.04338, 1.58437, 5.89524], [3.11118, 1.21544, 4.51911], [0.83455, 1.97645, 3.72576], [1.13283, 0.28126, 3.27231], [0.09687, -0.16843, 5.39165], [4.79151, -0.78664, -0.21159], [3.63297, -1.42893, 0.33461], [3.37104, -0.88881, 1.72916], [3.19042, 0.52181, 1.67644], [5.55865, -1.10842, 0.28046], [2.79777, -1.20115, -0.32782], [3.79497, -2.51065, 0.34891], [2.47535, -1.33746, 2.16407], [4.22711, -1.08930, 2.38591], [3.82849, 0.84615, 1.02395], [6.77524, 1.75979, 1.01227], [6.45414, 1.92614, 2.39642], [6.82119, 0.66076, 3.15015], [8.20494, 0.37882, 2.98210], [6.15385, 1.11491, 0.64846], [7.03597, 2.77228, 2.76247], [5.38833, 2.15504, 2.49254], [6.61542, 0.76366, 4.21689], [6.25978, -0.19668, 2.75791], [8.41106, 0.60233, 2.06213], [3.49592, 4.55743, -6.23470], [4.68635, 4.17479, -5.54150], [5.06530, 5.26349, -4.55398], [3.99560, 5.48265, -3.64110], [3.72325, 5.29230, -6.81810], [4.46700, 3.24317, -5.01932], [5.48550, 3.99963, -6.26819], [5.95510, 4.98812, -3.98595], [5.25290, 6.20900, -5.07643], [3.18216, 5.41131, -4.16461], [-2.43562, 2.64106, -5.88947], [-2.38467, 3.02336, -4.51248], [-1.34276, 2.18399, -3.79551], [-0.07179, 2.35402, -4.41687], [-2.82125, 1.75699, -5.93067], [-2.11311, 4.07898, -4.48312], [-3.37587, 2.89489, -4.06705], [-1.25863, 2.47268, -2.74621], [-1.59714, 1.11901, -3.85482], [-0.24730, 2.39794, -5.36880], [-8.04383, -6.81398, -1.08733], [-8.61942, -5.51868, -1.27349], [-7.94025, -4.52774, -0.34524], [-6.54120, -4.50063, -0.60297], [-8.31620, -7.13009, -0.21681], [-8.45500, -5.24230, -2.31513], [-9.69552, -5.57233, -1.08169], [-8.33795, -3.52122, -0.48489], [-8.07782, -4.82504, 0.70178], [-6.28633, -5.41906, -0.77950]], "smiles": "CCOCCCCCc1ccc2nccnc2c1.OCCO.OCCO.OCCO.OCCO.OCCO.OCCO.OCCO", "lumo_energy_ev": -0.51, "gap_ev": 8.23}

***

{"formula": "C4H3NS3", "method": "ωB97M-V/def2-TZVPD", "species": ["S", "C", "C", "N", "S", "C", "C", "S", "H", "H", "H"], "xyz": [[1.50187, -2.11745, -0.20111], [1.06302, -0.45840, -0.10993], [1.94930, 0.73305, 0.05708], [1.33540, 1.86883, -0.05234], [-0.27353, 1.85485, -0.23080], [-0.28078, 0.06803, -0.06688], [-1.24171, -0.84460, 0.15006], [-2.98230, -0.58580, -0.11652], [2.99028, 0.80290, 0.41680], [-0.96431, -1.97447, 0.06106], [-3.09723, 0.65306, 0.09260]], "de_lowest_ev": 1.462, "smiles": "S=C1C=NS/C1=C\\S", "lumo_energy_ev": -1.82, "gap_ev": 6.66}

***

{"formula": "C27H17ClN5O3S5Tl", "method": "ωB97M-V/def2-TZVPD", "species": ["Tl", "Cl", "C", "C", "C", "C", "O", "C", "C", "N", "C", "C", "C", "C", "C", "C", "C", "C", "N", "C", "C", "H", "H", "H", "H", "H", "H", "H", "H", "H", "H", "N", "C", "S", "N", "N", "C", "C", "C", "C", "C", "C", "C", "O", "H", "H", "H", "H", "H", "H", "H", "O", "C", "S", "C", "C", "S", "S", "S"], "xyz": [[0.01672, -0.56427, 0.44371], [4.94400, 3.20160, -3.98771], [3.69381, 2.19183, -3.27566], [3.66629, 0.82018, -3.57216], [2.67976, 0.03467, -3.04938], [1.62232, 0.55684, -2.22422], [0.72348, -0.22142, -1.79774], [1.70274, 1.96563, -1.91991], [0.72485, 2.68547, -1.15115], [-0.42507, 2.28604, -0.73705], [-1.30625, 3.24625, -0.25000], [-1.40534, 4.50721, -0.81926], [-2.27451, 5.48925, -0.31174], [-3.06923, 5.22724, 0.76737], [-3.06272, 3.93280, 1.33543], [-3.89357, 3.58213, 2.42432], [-3.89925, 2.29895, 2.88400], [-3.08500, 1.34598, 2.23477], [-2.27617, 1.64821, 1.25626], [-2.22211, 2.92074, 0.80487], [2.75194, 2.74113, -2.45386], [4.44775, 0.39568, -4.19101], [2.66193, -1.03331, -3.22923], [1.01785, 3.72335, -0.93462], [-0.81060, 4.73395, -1.69336], [-2.31007, 6.46116, -0.79029], [-3.72211, 5.98711, 1.18326], [-4.52218, 4.34658, 2.86905], [-4.51164, 1.99715, 3.72425], [-3.11284, 0.30037, 2.52903], [2.78589, 3.80109, -2.22561], [-2.99942, -2.23306, -2.67711], [-2.04174, -2.02135, -1.67942], [-2.36290, -0.65637, -0.64806], [-1.09068, -2.88335, -1.64566], [-0.07050, -2.70066, -0.74712], [0.70578, -3.71226, -0.63586], [1.94067, -3.80448, 0.09827], [2.52229, -5.07943, 0.19108], [3.71725, -5.30741, 0.83512], [4.37134, -4.21286, 1.42519], [3.84789, -2.94889, 1.34052], [2.62360, -2.66864, 0.64985], [2.23044, -1.46319, 0.54240], [-3.51723, -1.39566, -2.88790], [-2.61488, -2.69866, -3.48591], [0.40671, -4.60781, -1.18790], [1.99034, -5.91298, -0.26092], [4.14494, -6.30188, 0.88550], [5.30282, -4.37200, 1.96087], [4.34603, -2.10369, 1.80047], [0.74185, -0.01120, 7.45682], [0.67505, -0.15138, 6.25095], [-0.11354, -1.49727, 5.44554], [0.21634, -1.03102, 3.77138], [0.90528, 0.12013, 3.60264], [1.36995, 0.94697, 2.14890], [1.36940, 0.96780, 5.08444], [-0.48129, -2.09498, 2.58836]], "de_lowest_ev": 0.447, "lumo_energy_ev": 4.16, "gap_ev": 5.70, "total_charge": -2}